Record 1
{"formula": "C5H11N", "method": "ωB97M-V/def2-TZVPD", "species": ["C", "C", "C", "N", "C", "C", "H", "H", "H", "H", "H", "H", "H", "H", "H", "H", "H"], "coordinates": [[-0.25750, -0.19640, 0.38471], [-0.84282, 1.57637, -0.32403], [-0.56351, 2.63482, 0.70646], [0.66097, -0.27965, -0.58504], [1.29820, -2.00180, -0.04242], [0.85857, -3.12339, -0.58758], [0.25531, -0.52927, -1.48413], [0.13436, 0.01880, 1.37642], [-1.16227, -0.81075, 0.38942], [-1.89297, 1.30500, -0.42868], [-0.45826, 1.82185, -1.31096], [2.08965, -1.94319, 0.69718], [-1.02193, 3.59192, 0.43350], [0.50934, 2.79606, 0.81509], [-0.96655, 2.35800, 1.68263], [1.39833, -4.06632, -0.52171], [-0.03890, -3.15206, -1.20086]], "atomic_forces_ev_per_a": [[-3.533, 5.637, -0.141], [-0.811, -2.625, 2.057], [-0.177, 0.163, 0.040], [4.350, -6.154, -0.061], [-0.400, 2.251, -1.790], [-0.107, 0.416, -0.266], [-0.052, -0.078, 0.097], [0.013, -0.096, -0.047], [0.158, -0.099, 0.009], [-0.210, 0.534, 0.014], [0.509, -0.531, 0.062], [0.095, 0.347, -0.300], [0.102, 0.010, -0.001], [0.037, 0.019, 0.028], [0.027, -0.001, -0.034], [-0.232, 0.047, 0.606], [0.231, 0.160, -0.273]], "charge": 0, "de_lowest_ev": 5.0090}


Record 2
{"formula": "C8ClF9IN3O6S2", "method": "ωB97M-V/def2-TZVPD", "species": ["N", "C", "O", "C", "N", "N", "F", "C", "Cl", "C", "I", "C", "S", "O", "O", "C", "F", "F", "C", "F", "F", "F", "C", "F", "F", "F", "S", "O", "O", "O"], "coordinates": [[2.04098, -2.02996, 2.08908], [1.73763, -1.49532, 1.10081], [1.13229, -0.66943, 0.23038], [1.64702, 0.57710, 0.34725], [2.88404, 0.69650, 0.72447], [3.30773, 1.89567, 0.81797], [4.57446, 2.00363, 1.24740], [2.70636, 3.02472, 0.56003], [3.46117, 4.53704, 0.74580], [1.33728, 2.94649, 0.12282], [0.28456, 4.70112, -0.33084], [0.78551, 1.67674, 0.02019], [-0.93650, 1.39025, -0.47396], [-1.28127, 2.14874, -1.63369], [-1.16123, 0.01113, -0.69308], [-1.98836, 1.86662, 0.99279], [-2.22707, 3.17276, 1.04157], [-1.25219, 1.52087, 2.07088], [-3.36077, 1.10002, 1.00963], [-3.83032, 0.93208, -0.20834], [-3.28836, -0.01600, 1.69676], [-4.22768, 1.88698, 1.66800], [-0.96577, -3.55784, -1.33773], [-2.12766, -4.21468, -1.46765], [-1.12100, -2.37463, -1.95562], [-0.83250, -3.28420, -0.01736], [0.47801, -4.49160, -2.00444], [0.14991, -4.66692, -3.39951], [0.48696, -5.70330, -1.21947], [1.58675, -3.58456, -1.74415]], "atomic_forces_ev_per_a": [[-0.105, 0.626, -1.870], [-0.664, -0.788, 1.558], [1.409, 0.021, 0.831], [-1.779, -0.634, -0.926], [0.259, -0.150, 0.178], [0.927, 0.613, 0.240], [-0.014, -0.356, -0.011], [-1.195, 1.658, -0.470], [0.163, -0.857, 0.080], [-0.345, -0.370, -0.203], [0.478, -0.440, 0.151], [0.924, 0.632, 0.626], [-2.039, -1.165, -2.850], [0.743, 1.638, 0.801], [0.547, -0.737, 1.498], [0.550, -0.132, 0.484], [0.123, 0.055, -0.217], [-0.089, 0.048, 0.017], [-0.768, 0.623, 0.659], [0.213, -0.310, -0.213], [0.423, -0.427, -0.469], [0.146, 0.174, -0.047], [-0.353, 0.009, 0.090], [0.146, -0.097, -0.060], [0.080, 0.066, -0.124], [0.181, 0.056, 0.038], [0.556, -0.561, -0.253], [-0.159, 0.269, 0.077], [-0.143, 0.203, 0.172], [-0.215, 0.334, 0.215]], "charge": 0}


What did we get for frontier orbital gap? Answer: 8.984; 2.968 eV, in the order shown.